i.
# C6H27NO7

A cluster of 8 separate species, C6H27NO7 in total (wB97M-V/def2-TZVPD, OMol25).

Results
- SMILES: CCC/C=C/NC.O.O.O.O.O.O.O
- Gap between HOMO and LUMO: 0.3220 hartree
- Highest occupied orbital energy: -8.3 eV
- E_LUMO: 0.444 eV

Geometry as ORCA input:
```
! wB97M-V def2-TZVPD RIJCOSX def2/J DEFGRID3
* xyz 0 1
C 1.63 0.89 2.58
C 1.77 1.78 1.32
C 0.42 2.49 1.06
C -0.63 1.49 0.59
C -1.76 1.32 1.27
N -2.63 0.27 1.11
C -2.83 -0.39 -0.14
H 1.28 1.50 3.42
H 0.89 0.16 2.31
H 2.53 0.33 2.86
H 1.88 1.12 0.42
H 2.71 2.42 1.45
H 0.55 3.39 0.45
H 0.08 2.84 2.13
H -0.28 0.74 -0.11
H -2.00 2.08 2.04
H -3.21 0.07 1.90
H -2.19 -1.28 -0.26
H -2.69 0.28 -1.02
H -3.85 -0.76 -0.16
O 1.23 1.57 -2.46
H 1.77 0.80 -2.32
H 0.64 1.83 -1.76
O 1.66 -2.07 0.39
H 0.70 -2.07 0.30
H 1.92 -1.72 1.25
O -1.49 1.12 -3.13
H -0.72 1.55 -3.57
H -1.20 1.15 -2.20
O -0.50 -1.53 1.72
H -1.16 -0.85 1.84
H -0.75 -2.42 1.97
O 2.38 -0.88 -1.84
H 2.42 -1.02 -0.83
H 3.18 -1.40 -2.05
O -0.11 -2.00 -2.86
H -0.60 -1.19 -2.70
H 0.77 -1.80 -2.51
O -0.68 -3.03 -0.49
H -0.68 -4.04 -0.60
H -0.47 -2.68 -1.39
*
```


ii.
# C6H27NO7

A cluster of 7 separate species, C6H27NO7 in total (wB97M-V/def2-TZVPD, OMol25).

Results
- SMILES: CCN[C@@H](CC)CO.O.O.O.O.O.O
- Gap between HOMO and LUMO: 0.3641 hartree
- Highest occupied orbital energy: -9.3 eV
- E_LUMO: 0.569 eV

Geometry as ORCA input:
```
! wB97M-V def2-TZVPD RIJCOSX def2/J DEFGRID3
* xyz 0 1
C 2.88 1.16 -0.95
C 2.18 0.60 0.26
N 0.83 0.08 -0.15
C -0.05 -0.29 0.97
C -1.45 -0.54 0.36
C -2.50 -0.68 1.46
C 0.44 -1.52 1.75
O 0.50 -1.21 3.15
H 3.77 1.75 -0.67
H 2.19 1.79 -1.53
H 3.18 0.40 -1.66
H 2.83 -0.18 0.79
H 2.02 1.37 1.04
H 0.95 -0.72 -0.77
H -0.11 0.59 1.69
H -1.75 0.27 -0.29
H -1.39 -1.44 -0.24
H -3.52 -0.74 1.01
H -2.53 0.20 2.09
H -2.32 -1.55 2.10
H -0.16 -2.40 1.64
H 1.55 -1.73 1.53
H -0.38 -1.16 3.46
O -0.91 0.46 -2.84
H -0.21 0.55 -2.17
H -1.57 1.11 -2.64
O 0.67 -2.83 -1.17
H 0.12 -2.64 -1.93
H 1.34 -3.44 -1.54
O -0.90 -2.20 -3.26
H -0.99 -1.25 -3.20
H -1.82 -2.53 -3.29
O -2.38 2.46 -1.81
H -3.10 2.37 -1.18
H -1.64 2.76 -1.28
O -0.24 2.87 -0.24
H -0.06 3.09 0.64
H 0.11 1.98 -0.40
O 1.43 1.32 3.37
H 1.17 0.41 3.28
H 2.17 1.34 4.00
*
```


Which of them is the most stable, and which is the least stable? ii and i, in that order.


i.
# C3H9N5

The molecule C3H9N5 (wB97M-V/def2-TZVPD, OMol25).

Results
- SMILES: [H]/N=C/NNC/C=N\N
- Gap between HOMO and LUMO: 0.3460 hartree
- Highest occupied orbital energy: -8.6 eV
- E_LUMO: 0.783 eV

Geometry as ORCA input:
```
! wB97M-V def2-TZVPD RIJCOSX def2/J DEFGRID3
* xyz 0 1
H -1.26 -0.20 2.60
N -0.85 0.06 1.64
C -1.56 1.06 1.19
N -1.29 1.54 -0.07
N -0.70 0.60 -1.00
C 0.76 0.55 -0.88
C 1.26 -0.71 -1.51
N 1.60 -1.72 -0.87
N 1.55 -1.79 0.51
H -2.50 1.50 1.71
H -1.96 2.12 -0.52
H -1.19 -0.32 -0.81
H 1.26 1.41 -1.46
H 1.04 0.58 0.18
H 1.38 -0.76 -2.57
H 1.55 -2.75 0.89
H 0.90 -1.17 0.97
*
```


ii.
# C3H9N5

A structure of composition C3H9N5 (wB97M-V/def2-TZVPD, OMol25).

Results
- Gap between HOMO and LUMO: 0.2389 hartree
- Highest occupied orbital energy: -5.5 eV
- E_LUMO: 0.991 eV

Geometry as ORCA input:
```
! wB97M-V def2-TZVPD RIJCOSX def2/J DEFGRID3
* xyz 0 1
C -0.58 1.04 -1.60
C 0.32 -0.51 0.90
C -0.90 -0.04 0.53
N 1.97 0.26 -0.56
N 0.84 -1.48 1.63
N -2.17 -0.34 0.67
N 0.92 0.51 0.31
N -0.35 0.93 -0.17
H 2.73 -0.22 -0.08
H 2.31 1.16 -0.90
H 0.33 -2.35 1.73
H 1.84 -1.62 1.62
H -2.86 0.36 0.43
H -2.45 -0.94 1.43
H -0.36 0.11 -2.13
H -1.63 1.31 -1.80
H 0.04 1.84 -2.02
*
```


Which of them is the most stable, and which is the least stable? i and ii, in that order.